2 unconnected molecules or ions with the total composition C3H9NO at a distorted geometry. Source: the Open Molecules 2025 dataset; level of theory: ωB97M-V with the def2-TZVPD basis set.

Last column: Mulliken charge in e.
Geometry (Å):
H -2.120 0.846 -3.209  0.28
H 4.073 -2.385 3.620  0.21
O -3.820 1.167 -2.149  -0.54
H -2.162 2.425 -2.246  0.32
H -4.286 1.612 -2.864  0.29
H -1.928 1.103 -0.325  0.24
N -1.731 0.675 -1.225  -0.63
C 3.285 -1.991 2.998  -0.43
C 3.540 -1.022 2.144  -0.46
H 2.885 -0.313 1.661  0.25
H -2.229 -0.212 -1.189  0.25
H 2.333 -2.505 3.096  0.23
H 4.580 -0.766 1.988  0.19
C -2.417 1.366 -2.299  -0.22

Values from the calculation:
Charge: 0
Energy above the lowest of the compared OMol25 structures with the same formula, charge and spin: 48.0 kcal/mol
Lowest unoccupied orbital energy: 0.99 eV
SMILES: C=C.NCO

A gas-phase ion, C4H6N3 (charge +1) at a distorted geometry. Source: the Open Molecules 2025 dataset; level of theory: ωB97M-V with the def2-TZVPD basis set.

Last column: Mulliken charge in e.
Geometry (Å):
H 3.546 0.481 0.614  0.26
C -1.122 0.009 -0.042  -0.35
C -1.586 -1.178 0.284  -0.65
C 0.486 0.021 -0.384  0.25
H 1.583 2.002 -0.007  0.44
H -0.951 -2.051 0.328  0.31
N 2.266 -1.157 0.186  -0.51
N 1.113 -1.246 -0.189  0.13
H -2.620 -1.352 0.531  0.29
N 2.620 0.183 0.312  0.25
H -1.647 0.934 -0.153  0.38
C 1.618 0.925 -0.013  -0.13
H 0.333 0.133 -1.475  0.33

Values from the calculation:
Charge: +1
Energy above the lowest of the compared OMol25 structures with the same formula, charge and spin: 81.3 kcal/mol
Lowest unoccupied orbital energy: -5.98 eV
SMILES: C=C[C@H]1C=[NH+]N=N1

In the order shown, the computed gap between HOMO and LUMO values come out to 0.403; 0.325 hartree.